No. 1
The following is a quantum chemistry calculation of C21H28CdN4O7P2SSe as an isolated structure in a non-equilibrium geometry, from the OMol25 dataset.

CARTESIAN COORDINATES (ANGSTROEM)
Cd1 -14.007 3.329 11.765
O1 -14.464 4.251 15.762
C1 -14.463 4.526 14.535
O2 -13.573 4.176 13.700
C2 -15.499 5.505 14.055
C3 -16.091 6.264 15.015
C4 -17.057 7.193 14.658
C5 -17.431 7.449 13.286
C6 -16.894 6.627 12.361
C7 -15.862 5.708 12.712
O3 -15.457 5.031 11.697
N1 -17.535 6.501 11.041
O4 -18.387 5.673 10.809
O5 -17.157 7.336 10.186
N2 -17.553 8.173 15.653
O6 -18.170 9.085 15.124
O7 -17.310 7.999 16.805
H1 -15.770 6.212 16.039
H2 -18.207 8.198 13.186
C8 -14.422 1.645 8.008
P1 -15.158 2.662 9.418
C9 -16.209 3.873 8.640
C10 -16.488 1.511 10.029
C11 -17.222 2.029 11.310
P2 -16.218 2.027 12.870
C12 -16.361 0.295 13.429
C13 -17.334 2.830 14.089
H3 -14.381 0.613 8.305
H4 -13.466 2.096 7.669
H5 -15.122 1.700 7.122
H6 -16.937 3.410 8.001
H7 -15.599 4.497 8.026
H8 -16.730 4.370 9.446
H9 -16.016 0.465 10.223
H10 -17.243 1.320 9.313
H11 -18.091 1.432 11.490
H12 -17.451 3.068 11.087
H13 -17.445 0.144 13.583
H14 -15.890 0.139 14.385
H15 -15.911 -0.322 12.665
H16 -18.357 2.407 13.960
H17 -17.301 3.898 13.915
H18 -16.959 2.607 15.115
Se1 -11.950 0.171 10.748
N3 -12.502 1.291 12.022
C14 -12.129 0.840 13.223
C15 -12.388 1.540 14.434
C16 -11.806 1.010 15.526
C17 -10.982 -0.159 15.468
C18 -10.701 -0.842 14.337
C19 -11.311 -0.351 13.138
N4 -11.099 -0.805 11.964
H19 -12.782 2.564 14.536
H20 -11.868 1.413 16.508
H21 -10.516 -0.377 16.426
H22 -9.979 -1.621 14.393
C20 -10.403 3.900 11.734
S1 -11.837 4.690 10.832
C21 -12.066 6.318 11.636
H23 -9.554 4.543 11.587
H24 -10.421 2.928 11.379
H25 -10.635 3.840 12.799
H26 -11.948 6.294 12.705
H27 -13.104 6.605 11.434
H28 -11.289 6.981 11.201

Properties
total charge = 0
lowest unoccupied orbital energy = -1.48 eV
HOMO energy = -7.87 eV
E = -141842.064 eV
largest force on an atom = 3.42 eV/A
relative energy (zero: lowest compared OMol25 entry of this formula, charge and spin) = 0.240 eV

Löwdin charges in e: number 1, Cd, carries 1.13; number 2, O, carries 0.00; number 3, C, carries -0.64; number 4, O, carries -0.23; number 5, C, carries -0.12; number 6, C, carries 0.05; number 7, C, carries -0.10; number 8, C, carries 0.09; number 9, C, carries -0.10; number 10, C, carries -0.34; number 11, O, carries -0.23; number 12, N, carries -0.33; number 13, O, carries 0.08; number 14, O, carries 0.07; number 15, N, carries -0.38; number 16, O, carries 0.04; number 17, O, carries 0.10; number 18, H, carries 0.13; number 19, H, carries 0.13; number 20, C, carries -0.27; number 21, P, carries 0.80; number 22, C, carries -0.27; number 23, C, carries -0.41; number 24, C, carries -0.40; number 25, P, carries 0.82; number 26, C, carries -0.27; number 27, C, carries -0.24; number 28, H, carries 0.00; number 29, H, carries 0.04; number 30, H, carries 0.06; number 31, H, carries 0.05; number 32, H, carries 0.05; number 33, H, carries 0.01; number 34, H, carries 0.10; number 35, H, carries 0.06; number 36, H, carries 0.07; number 37, H, carries 0.05; number 38, H, carries 0.05; number 39, H, carries 0.04; number 40, H, carries 0.03; number 41, H, carries 0.06; number 42, H, carries 0.02; number 43, H, carries 0.07; number 44, Se, carries 1.08; number 45, N, carries -0.34; number 46, C, carries -0.35; number 47, C, carries -0.01; number 48, C, carries -0.05; number 49, C, carries -0.07; number 50, C, carries -0.01; number 51, C, carries -0.41; number 52, N, carries -0.23; number 53, H, carries 0.09; number 54, H, carries 0.11; number 55, H, carries 0.11; number 56, H, carries 0.11; number 57, C, carries -0.33; number 58, S, carries 0.68; number 59, C, carries -0.37; number 60, H, carries 0.03; number 61, H, carries -0.04; number 62, H, carries 0.04; number 63, H, carries 0.03; number 64, H, carries 0.03; number 65, H, carries 0.04

No. 2
The following is a quantum chemistry calculation of C21H28ClCoN3O2S as an isolated structure in a non-equilibrium geometry, from the OMol25 dataset.

CARTESIAN COORDINATES (ANGSTROEM)
Co1 -0.025 0.477 1.065
Cl1 -1.239 -0.297 -0.866
N1 -0.338 -1.798 1.408
N2 -0.583 2.475 0.094
C1 0.765 -2.408 1.737
C2 0.474 2.847 -0.581
C3 -1.376 -2.843 1.243
C4 -0.830 -3.933 2.148
C5 -1.369 -3.398 -0.170
C6 -2.765 -2.337 1.605
H1 -0.460 -3.991 -0.352
H2 -1.432 -2.571 -0.885
H3 -2.245 -4.046 -0.266
H4 -2.835 -2.139 2.691
H5 -3.457 -3.148 1.315
H6 -2.956 -1.411 1.036
C7 -1.789 3.138 -0.494
C8 -1.154 4.099 -1.501
C9 -2.644 3.910 0.526
C10 -2.664 2.176 -1.262
H7 -2.063 1.643 -2.010
H8 -3.415 2.781 -1.782
H9 -3.146 1.449 -0.602
H10 -2.020 4.639 1.060
H11 -3.148 3.247 1.247
H12 -3.385 4.477 -0.065
O1 0.277 3.704 -1.582
H13 -1.209 5.143 -1.153
H14 -1.585 4.000 -2.507
O2 0.648 -3.675 2.130
H15 -0.994 -4.947 1.770
H16 -1.201 -3.842 3.179
C11 2.103 -1.761 1.644
C12 1.883 2.416 -0.350
C13 1.980 1.006 -0.779
H17 2.090 2.422 0.733
H18 2.577 3.037 -0.903
C14 1.517 0.044 0.090
C15 2.123 -1.169 0.286
H19 -0.020 1.536 2.494
C16 2.811 -1.672 -0.822
C17 3.075 -0.828 -1.906
C18 3.284 -3.094 -0.785
C19 2.676 0.514 -1.887
H20 3.681 -1.207 -2.750
C20 3.053 1.467 -2.976
H21 3.454 0.920 -3.846
H22 3.836 2.190 -2.668
H23 2.179 2.056 -3.329
H24 4.011 -3.295 0.028
H25 3.782 -3.370 -1.732
H26 2.438 -3.807 -0.657
H27 2.911 -2.466 1.803
H28 2.141 -0.905 2.339
S1 -1.003 0.693 3.174
C21 -2.635 0.893 2.447
N3 -3.785 0.958 2.180

Properties
total charge = -1
lowest unoccupied orbital energy (alpha / beta) = 2.87 / 2.60 eV
expectation value of S² = 6.020
HOMO energy (alpha / beta) = -0.71 / -4.80 eV
E = -91778.592 eV
spin multiplicity = 5
largest force on an atom = 4.07 eV/A

Löwdin charges in e: number 1, Co, carries 0.27; number 2, Cl, carries 0.26; number 3, N, carries 0.07; number 4, N, carries 0.11; number 5, C, carries -0.36; number 6, C, carries -0.35; number 7, C, carries -0.57; number 8, C, carries -0.06; number 9, C, carries -0.07; number 10, C, carries -0.05; number 11, H, carries 0.08; number 12, H, carries -0.02; number 13, H, carries 0.08; number 14, H, carries 0.08; number 15, H, carries 0.08; number 16, H, carries 0.04; number 17, C, carries -0.54; number 18, C, carries -0.06; number 19, C, carries -0.03; number 20, C, carries -0.15; number 21, H, carries 0.02; number 22, H, carries 0.08; number 23, H, carries 0.04; number 24, H, carries 0.08; number 25, H, carries 0.05; number 26, H, carries 0.09; number 27, O, carries 0.01; number 28, H, carries 0.12; number 29, H, carries 0.13; number 30, O, carries 0.01; number 31, H, carries 0.12; number 32, H, carries 0.13; number 33, C, carries -0.04; number 34, C, carries -0.05; number 35, C, carries -0.24; number 36, H, carries 0.13; number 37, H, carries 0.12; number 38, C, carries -0.23; number 39, C, carries -0.23; number 40, H, carries -0.17; number 41, C, carries -0.23; number 42, C, carries -0.01; number 43, C, carries -0.06; number 44, C, carries -0.24; number 45, H, carries 0.11; number 46, C, carries -0.06; number 47, H, carries 0.07; number 48, H, carries 0.08; number 49, H, carries 0.09; number 50, H, carries 0.08; number 51, H, carries 0.07; number 52, H, carries 0.08; number 53, H, carries 0.12; number 54, H, carries 0.13; number 55, S, carries 0.54; number 56, C, carries -0.73; number 57, N, carries 0.00

No. 3
The following is a quantum chemistry calculation of an isolated ion of composition C21H28ClN2O3 and charge +1, from the OMol25 dataset.

CARTESIAN COORDINATES (ANGSTROEM)
C1 -1.894 -4.108 0.663
C2 -2.583 -3.202 -0.340
N1 -3.939 -2.805 0.124
C3 -3.953 -1.777 1.206
C4 -3.318 -0.512 0.705
C5 -2.216 0.041 1.354
C6 -1.583 1.186 0.895
O1 -0.548 1.783 1.524
C7 0.033 1.177 2.669
C8 1.182 2.063 3.121
C9 -2.029 1.768 -0.319
O2 -1.490 2.841 -0.925
C10 -0.111 3.107 -0.802
C11 0.732 1.840 -1.014
O3 0.230 0.750 -1.200
N2 2.054 2.067 -0.966
C12 3.042 1.020 -1.121
C13 3.744 0.694 0.205
C14 4.773 -0.382 -0.010
C15 6.096 -0.054 -0.273
C16 7.034 -1.046 -0.502
C17 6.657 -2.377 -0.474
C18 5.339 -2.713 -0.216
C19 4.403 -1.720 0.013
C20 -3.155 1.240 -0.942
C21 -3.790 0.125 -0.434
Cl1 -5.184 -0.498 -1.295
H1 -2.487 -4.999 0.860
H2 -0.939 -4.428 0.257
H3 -1.699 -3.597 1.601
H4 -2.694 -3.720 -1.294
H5 -2.006 -2.290 -0.504
H6 -4.449 -3.641 0.424
H7 -4.461 -2.337 -0.657
H8 -4.997 -1.598 1.475
H9 -3.423 -2.154 2.080
H10 -1.862 -0.438 2.252
H11 -0.715 1.094 3.469
H12 0.398 0.174 2.411
H13 1.654 1.633 3.999
H14 1.922 2.152 2.330
H15 0.814 3.054 3.368
H16 0.128 3.549 0.172
H17 0.103 3.832 -1.593
H18 2.393 2.999 -0.786
H19 3.782 1.331 -1.863
H20 2.517 0.138 -1.492
H21 4.223 1.596 0.592
H22 2.996 0.358 0.927
H23 6.396 0.984 -0.292
H24 8.060 -0.778 -0.701
H25 7.388 -3.151 -0.651
H26 5.040 -3.751 -0.193
H27 3.374 -1.985 0.215
H28 -3.492 1.713 -1.849

Properties
total charge = +1
lowest unoccupied orbital energy = -2.53 eV
HOMO energy = -10.95 eV
E = -43870.901 eV
largest force on an atom = 0.80 eV/A
SMILES = CC[NH2+]Cc1cc(OCC)c(OCC(=O)NCCc2ccccc2)cc1Cl
relative energy (zero: lowest compared OMol25 entry of this formula, charge and spin) = 0.232 eV

Löwdin charges in e: number 1, C, carries -0.05; number 2, C, carries -0.17; number 3, N, carries 0.01; number 4, C, carries -0.10; number 5, C, carries -0.26; number 6, C, carries 0.05; number 7, C, carries -0.19; number 8, O, carries -0.05; number 9, C, carries -0.23; number 10, C, carries -0.05; number 11, C, carries -0.19; number 12, O, carries 0.02; number 13, C, carries -0.07; number 14, C, carries -0.45; number 15, O, carries 0.09; number 16, N, carries 0.08; number 17, C, carries -0.15; number 18, C, carries -0.14; number 19, C, carries -0.25; number 20, C, carries -0.04; number 21, C, carries -0.08; number 22, C, carries -0.09; number 23, C, carries -0.08; number 24, C, carries -0.05; number 25, C, carries 0.01; number 26, C, carries -0.56; number 27, Cl, carries 0.78; number 28, H, carries 0.09; number 29, H, carries 0.09; number 30, H, carries 0.08; number 31, H, carries 0.14; number 32, H, carries 0.13; number 33, H, carries 0.18; number 34, H, carries 0.06; number 35, H, carries 0.14; number 36, H, carries 0.13; number 37, H, carries 0.12; number 38, H, carries 0.13; number 39, H, carries 0.13; number 40, H, carries 0.09; number 41, H, carries 0.06; number 42, H, carries 0.09; number 43, H, carries 0.13; number 44, H, carries 0.15; number 45, H, carries 0.15; number 46, H, carries 0.13; number 47, H, carries 0.13; number 48, H, carries 0.12; number 49, H, carries 0.11; number 50, H, carries 0.11; number 51, H, carries 0.11; number 52, H, carries 0.10; number 53, H, carries 0.10; number 54, H, carries 0.11; number 55, H, carries 0.13